Entry 1:
# C21H12N9NiO

A molecular structure, C21H12N9NiO (ωB97M-V with the def2-TZVPD basis set, the Open Molecules 2025 dataset).

```
44
Properties=species:S:1:pos:R:3
Ni -0.091 -1.949 0.126
C 4.054 -2.534 -0.406
C 2.696 -2.812 -0.240
N 1.836 -1.820 -0.089
C 2.296 -0.550 -0.090
C 3.643 -0.306 -0.263
N 4.519 -1.297 -0.422
C 1.237 0.466 0.114
C 1.360 1.839 0.176
C 0.211 2.614 0.369
C -1.027 1.974 0.493
C -1.078 0.597 0.422
N 0.040 -0.108 0.243
C -2.256 -0.292 0.534
C -3.567 0.098 0.716
N -4.554 -0.789 0.822
C -4.235 -2.070 0.749
C -2.921 -2.498 0.557
N -1.950 -1.606 0.446
C 0.304 4.089 0.437
C 1.402 4.712 1.019
C 1.436 6.098 1.061
N 0.476 6.872 0.564
C -0.568 6.271 0.003
C -0.706 4.893 -0.081
H 4.767 -3.339 -0.529
H 2.297 -3.818 -0.230
H 4.037 0.703 -0.277
H 2.322 2.313 0.048
H -1.923 2.552 0.667
H -3.839 1.144 0.780
H -5.037 -2.792 0.842
H -2.643 -3.540 0.491
H 2.204 4.144 1.471
H 2.274 6.608 1.520
H -1.334 6.920 -0.404
H -1.569 4.471 -0.579
O -0.217 -3.770 -0.012
N -0.499 -3.931 -1.302
C -0.606 -5.154 -1.684
C -0.915 -5.404 -3.064
N -1.162 -5.603 -4.166
C -0.425 -6.260 -0.780
N -0.289 -7.139 -0.054
```

The HOMO energy (alpha / beta) comes out at -12.5 / -12.5 eV. The calculation puts the max |F| at 0.35 eV/A. As for the energy above the lowest of the compared OMol25 structures with the same formula, charge and spin: 13.0 kJ/mol. As for the net charge: +1. The calculation puts the frontier orbital gap (alpha / beta) at 7.482 / 7.483 eV.

Need the Mulliken charges? In units of e they are:
1 Ni -0.572
2 C -0.475
3 C 0.085
4 N -0.281
5 C 0.294
6 C 0.129
7 N -0.557
8 C -0.002
9 C -0.142
10 C 0.516
11 C -0.154
12 C -0.009
13 N -0.081
14 C 0.289
15 C 0.119
16 N -0.556
17 C -0.486
18 C 0.112
19 N -0.243
20 C 0.549
21 C -0.565
22 C -0.424
23 N -0.560
24 C -0.422
25 C -0.570
26 H 0.410
27 H 0.464
28 H 0.397
29 H 0.659
30 H 0.675
31 H 0.393
32 H 0.407
33 H 0.482
34 H 0.474
35 H 0.373
36 H 0.374
37 H 0.478
38 O -0.708
39 N -0.007
40 C 0.575
41 C -0.066
42 N -0.366
43 C 0.383
44 N -0.389

---

Entry 2:
# C30H64NiO8P2Si4Te

A molecular structure, C30H64NiO8P2Si4Te in a non-equilibrium geometry (ωB97M-V with the def2-TZVPD basis set, the Open Molecules 2025 dataset).

```
110
Properties=species:S:1:pos:R:3
Ni -0.042 -0.290 -0.448
C -3.677 -2.421 -1.386
C -2.798 -1.231 -1.072
O -1.575 -1.464 -1.049
C -3.386 0.045 -0.771
C -4.800 0.181 -0.773
C -5.421 1.338 -0.406
C -4.625 2.436 0.000
C -3.265 2.357 0.005
C -2.574 1.170 -0.401
O -1.299 1.197 -0.423
H -3.044 -3.230 -1.744
H -4.430 -2.192 -2.138
H -4.189 -2.745 -0.474
H -5.408 -0.660 -1.080
H -6.500 1.414 -0.422
H -5.108 3.354 0.317
H -2.648 3.195 0.306
C 2.439 -0.133 5.456
C 1.113 -0.874 5.444
C 1.265 -2.331 5.832
O 0.428 -0.672 4.174
P 0.520 -1.395 2.781
O -0.244 -0.597 1.792
C 2.263 -1.653 2.355
P 2.414 -1.344 0.593
O 2.086 0.071 0.289
O 1.362 -2.295 -0.092
C 1.588 -3.658 -0.596
C 0.288 -4.094 -1.225
C 2.048 -4.581 0.516
O 3.847 -1.859 0.227
C 4.493 -1.484 -1.053
C 5.468 -2.593 -1.367
C 5.144 -0.126 -0.923
O 0.029 -2.888 2.946
C -1.420 -3.144 3.015
C -1.617 -4.362 3.890
C -1.957 -3.353 1.613
H 2.742 0.039 6.489
H 2.345 0.834 4.960
H 3.229 -0.712 4.972
H 0.444 -0.390 6.150
H 1.848 -2.883 5.091
H 0.298 -2.817 5.937
H 1.787 -2.386 6.788
H 2.599 -2.644 2.653
H 2.854 -0.877 2.840
H 2.356 -3.577 -1.364
H -0.425 -4.404 -0.454
H 0.472 -4.930 -1.900
H -0.150 -3.267 -1.782
H 1.343 -4.541 1.351
H 3.049 -4.329 0.868
H 2.070 -5.601 0.131
H 3.719 -1.437 -1.820
H 6.265 -2.627 -0.620
H 5.911 -2.415 -2.348
H 4.965 -3.562 -1.387
H 5.921 -0.146 -0.154
H 4.405 0.635 -0.670
H 5.596 0.142 -1.880
H -1.902 -2.275 3.466
H -1.023 -5.193 3.501
H -2.668 -4.650 3.872
H -1.328 -4.182 4.924
H -1.627 -4.320 1.220
H -1.622 -2.562 0.940
H -3.049 -3.344 1.643
C -0.525 2.413 -7.391
Si -0.590 2.158 -5.529
C 0.484 3.446 -4.706
C -2.355 2.400 -4.951
Si 0.181 0.023 -4.987
Te 1.102 0.014 -2.675
Si -1.461 -1.532 -5.530
C -3.052 -1.160 -4.608
C -1.829 -1.480 -7.370
C -0.928 -3.275 -5.090
Si 2.137 -0.477 -6.159
C 1.929 -0.591 -8.023
C 2.817 -2.126 -5.566
C 3.417 0.847 -5.800
H -0.938 3.389 -7.667
H -1.094 1.640 -7.921
H 0.510 2.370 -7.751
H 0.092 4.454 -4.878
H 1.512 3.403 -5.083
H 0.523 3.265 -3.626
H -2.656 3.447 -5.064
H -2.456 2.130 -3.892
H -3.054 1.781 -5.524
H -3.640 -0.393 -5.120
H -2.824 -0.779 -3.608
H -3.672 -2.058 -4.509
H -2.285 -0.524 -7.652
H -2.520 -2.282 -7.653
H -0.914 -1.595 -7.961
H -0.664 -3.335 -4.028
H -0.048 -3.579 -5.668
H -1.735 -3.990 -5.289
H 1.291 -1.438 -8.301
H 2.904 -0.731 -8.502
H 1.474 0.317 -8.433
H 2.273 -2.965 -6.016
H 2.711 -2.201 -4.477
H 3.878 -2.230 -5.822
H 3.170 1.782 -6.317
H 4.416 0.532 -6.121
H 3.444 1.059 -4.725
```

The HOMO energy (alpha / beta) comes out at -6.4 / -6.3 eV. Its multiplicity is 3. The calculation puts the max |F| at 1.01 eV/A. As for the energy above the lowest of the compared OMol25 structures with the same formula, charge and spin: 77.9 kJ/mol. The calculation puts the frontier orbital gap (alpha / beta) at 6.670 / 6.622 eV.

Atomic partial charges in e from the Mulliken method, atoms 1 to 99:
1 Ni 0.672
2 C -1.986
3 C 0.936
4 O 0.119
5 C 0.554
6 C -1.233
7 C -0.898
8 C -0.419
9 C -0.767
10 C 0.911
11 O -0.664
12 H 0.193
13 H 0.573
14 H 0.444
15 H 0.309
16 H 0.420
17 H 0.405
18 H 0.462
19 C -1.458
20 C 0.521
21 C -1.029
22 O -0.347
23 P -0.202
24 O -0.702
25 C -0.632
26 P 0.243
27 O -0.890
28 O 0.860
29 C 0.684
30 C -0.365
31 C -1.278
32 O -0.169
33 C 1.808
34 C -1.553
35 C -1.557
36 O 0.153
37 C 0.450
38 C -1.549
39 C -0.466
40 H 0.476
41 H 0.383
42 H 0.277
43 H 0.405
44 H 0.207
45 H 0.114
46 H 0.502
47 H 0.590
48 H 0.335
49 H 0.088
50 H -0.066
51 H 0.559
52 H -0.580
53 H 0.045
54 H 0.314
55 H 0.479
56 H -0.587
57 H 0.340
58 H 0.410
59 H 0.358
60 H 0.338
61 H 0.323
62 H 0.445
63 H 0.456
64 H 0.324
65 H 0.422
66 H 0.316
67 H 0.279
68 H -0.626
69 H 0.565
70 C -1.021
71 Si 0.468
72 C -0.992
73 C -0.899
74 Si 0.390
75 Te -0.747
76 Si 0.431
77 C -0.437
78 C -1.033
79 C -0.443
80 Si 0.458
81 C -1.109
82 C -0.729
83 C -0.978
84 H 0.374
85 H 0.265
86 H 0.218
87 H 0.361
88 H 0.244
89 H 0.250
90 H 0.398
91 H 0.146
92 H 0.243
93 H 0.457
94 H -0.294
95 H 0.397
96 H 0.236
97 H 0.378
98 H 0.191
99 H -0.338

---

Entry 3:
# C3H4N4O

A single C3H4N4O molecule in a non-equilibrium geometry (ωB97M-V with the def2-TZVPD basis set, the Open Molecules 2025 dataset).

```
12
Properties=species:S:1:pos:R:3
H -2.421 0.178 2.370
N -2.046 0.431 1.333
C -0.775 0.175 1.472
N 0.151 0.283 0.371
O 1.399 0.219 0.873
N 2.221 -0.078 -0.135
C 1.488 -0.223 -1.235
C 0.090 -0.047 -0.979
N -0.953 0.053 -1.670
H -0.865 -0.110 -2.682
H -0.202 -0.292 2.519
H 1.912 -0.590 -2.237
```

The HOMO energy comes out at -9.0 eV. As for the SMILES: [H]/N=C/n1onc/c1=N\[H]. The calculation puts the max |F| at 4.53 eV/A. As for the energy above the lowest of the compared OMol25 structures with the same formula, charge and spin: 510.1 kJ/mol. The calculation puts the frontier orbital gap at 9.150 eV.

Need the Mulliken charges? In units of e they are:
1 H 0.289
2 N -0.511
3 C 0.040
4 N 0.191
5 O -0.147
6 N -0.341
7 C -0.277
8 C 0.604
9 N -0.610
10 H 0.227
11 H 0.235
12 H 0.300

---

Entry 4:
# C19H42P2PtSi

A molecular structure, C19H42P2PtSi in a non-equilibrium geometry (ωB97M-V with the def2-TZVPD basis set, the Open Molecules 2025 dataset).

```
65
Properties=species:S:1:pos:R:3
P 0.347 -1.720 -4.854
P 0.459 2.262 -4.367
C 0.135 -0.191 -5.739
C 0.970 1.012 -5.642
H -1.595 -0.076 -5.113
H -0.302 -0.323 -6.729
H 2.042 0.823 -5.459
H 0.860 1.572 -6.584
C 0.251 3.813 -5.373
H 0.204 4.711 -4.738
H -0.672 3.812 -5.991
H 1.086 3.962 -6.086
C 1.905 2.443 -3.309
H 2.642 3.134 -3.774
H 2.440 1.477 -3.177
H 1.686 2.825 -2.296
C -0.773 -2.720 -5.999
H -0.973 -3.720 -5.607
H -0.359 -2.824 -7.011
H -1.735 -2.208 -6.100
C 1.999 -2.489 -5.000
H 2.791 -1.730 -4.907
H 2.145 -2.989 -5.967
H 2.175 -3.244 -4.209
Pt 1.673 0.355 -0.214
C -1.328 1.751 -4.032
C -2.215 0.814 -4.941
C -3.477 0.371 -4.133
C -3.313 -0.826 -3.125
C -2.282 -1.853 -3.229
C -0.880 -1.620 -3.403
C -0.391 -0.273 -2.604
C -1.129 1.072 -2.733
C 1.461 -1.717 0.090
H -1.933 2.719 -3.938
H -2.506 1.210 -5.916
H -4.286 0.123 -4.829
H -3.821 1.247 -3.551
H -3.237 -0.438 -2.108
H -4.277 -1.342 -3.141
H -2.544 -2.833 -2.850
H -0.345 -2.459 -2.899
H 0.697 -0.112 -2.784
H -0.402 -0.547 -1.531
H -2.096 1.000 -2.231
H -0.579 1.736 -2.035
H 2.361 -1.993 0.661
H 1.419 -2.229 -0.875
H 0.551 -1.905 0.659
C -0.315 2.933 3.006
Si 0.172 1.567 1.766
C 1.074 0.240 2.733
C -1.423 0.772 1.140
C 1.118 2.240 0.225
H -1.087 2.581 3.708
H -0.728 3.816 2.503
H 0.537 3.272 3.616
H 0.426 -0.629 2.958
H 2.002 -0.140 2.262
H 1.345 0.704 3.699
H -2.006 1.491 0.543
H -1.251 -0.127 0.533
H -2.047 0.484 2.003
H 1.998 2.883 0.427
H 0.450 2.736 -0.499
```

The HOMO energy (alpha / beta) comes out at -13.5 / -13.8 eV. Its multiplicity is 5. The calculation puts the max |F| at 5.18 eV/A. As for the energy above the lowest of the compared OMol25 structures with the same formula, charge and spin: 126.2 kJ/mol. As for the net charge: +2. The calculation puts the frontier orbital gap (alpha / beta) at 7.328 / 6.115 eV.

Need the Mulliken charges? In units of e they are:
1 P 0.852
2 P 0.893
3 C -1.061
4 C -0.891
5 H -1.055
6 H 0.642
7 H 0.519
8 H 0.518
9 C -1.317
10 H 0.418
11 H 0.416
12 H 0.469
13 C -1.046
14 H 0.453
15 H 0.375
16 H 0.201
17 C -1.458
18 H 0.446
19 H 0.450
20 H 0.387
21 C -0.977
22 H 0.425
23 H 0.420
24 H 0.384
25 Pt 1.229
26 C -0.272
27 C 0.535
28 C -1.044
29 C -0.833
30 C -1.263
31 C 0.252
32 C -0.314
33 C -0.774
34 C -1.338
35 H 0.728
36 H 0.534
37 H 0.493
38 H 0.295
39 H 0.445
40 H 0.543
41 H 0.515
42 H 0.740
43 H 0.118
44 H -0.197
45 H 0.745
46 H -0.210
47 H 0.392
48 H 0.245
49 H 0.380
50 C -1.120
51 Si -0.047
52 C -1.121
53 C -0.884
54 C -1.085
55 H 0.338
56 H 0.312
57 H 0.338
58 H 0.322
59 H 0.365
60 H 0.389
61 H 0.222
62 H 0.208
63 H 0.473
64 H 0.666
65 H 0.217

---

Entry 5:
# C5H11NO

A single C5H11NO molecule (ωB97M-V with the def2-TZVPD basis set, the Open Molecules 2025 dataset).

```
18
Properties=species:S:1:pos:R:3
C 0.262 1.609 -1.613
C 0.868 0.998 -0.347
C 0.273 -0.376 -0.011
C 0.955 -1.118 1.149
N -1.146 -0.199 0.299
C -1.932 -1.239 0.676
O -1.653 -2.412 0.524
H 0.408 0.940 -2.468
H -0.817 1.775 -1.512
H 0.727 2.571 -1.853
H 1.950 0.884 -0.480
H 0.739 1.683 0.505
H 0.347 -0.996 -0.917
H 0.756 -2.197 1.055
H 2.035 -0.958 1.167
H 0.560 -0.780 2.114
H -1.446 0.724 0.587
H -2.890 -0.909 1.125
```

The HOMO energy comes out at -9.7 eV. As for the SMILES: CC[C@@H](C)NC=O. The calculation puts the max |F| at 0.48 eV/A. As for the energy above the lowest of the compared OMol25 structures with the same formula, charge and spin: 31.4 kJ/mol. The calculation puts the frontier orbital gap at 10.652 eV.

Need the Mulliken charges? In units of e they are:
1 C -1.102
2 C -0.702
3 C 0.530
4 C -1.493
5 N -0.150
6 C -0.062
7 O -0.542
8 H 0.295
9 H 0.302
10 H 0.355
11 H 0.317
12 H 0.355
13 H 0.170
14 H 0.369
15 H 0.406
16 H 0.317
17 H 0.288
18 H 0.348

---

Entry 6:
# C20H36NOP2Zn

A molecular structure, C20H36NOP2Zn in a non-equilibrium geometry (ωB97M-V with the def2-TZVPD basis set, the Open Molecules 2025 dataset).

```
61
Properties=species:S:1:pos:R:3
P 0.149 1.326 -1.692
P 1.865 -1.171 -2.003
C 1.858 1.536 -2.494
C 2.385 0.241 -3.117
H 2.529 1.850 -1.668
H 1.804 2.371 -3.208
H 1.872 0.057 -4.082
H 3.488 0.241 -3.283
C 2.409 -0.736 -0.317
H 2.308 -1.667 0.261
H 1.774 0.047 0.123
H 3.445 -0.371 -0.299
C 2.995 -2.460 -2.571
H 3.960 -2.023 -2.873
H 2.494 -2.928 -3.430
H 3.149 -3.207 -1.780
C 0.200 3.111 -1.237
H -0.671 3.387 -0.630
H 0.188 3.693 -2.176
H 1.113 3.357 -0.681
C -1.250 1.562 -2.879
H -1.790 0.623 -3.060
H -0.959 2.019 -3.835
H -1.978 2.227 -2.388
Zn -0.234 -0.907 -1.718
C 0.753 1.873 2.502
C 1.199 3.019 1.963
C 0.645 4.394 2.084
C -0.772 4.368 2.751
C -1.808 4.170 1.721
C -2.214 2.985 1.256
C -1.692 1.619 1.599
C -0.633 1.340 2.701
C -1.851 -1.909 -2.064
H 1.518 1.089 2.633
H 2.158 3.021 1.418
H 0.583 4.904 1.085
H 1.346 5.019 2.690
H -0.826 3.594 3.519
H -0.915 5.354 3.193
H -2.251 5.086 1.311
H -3.082 2.976 0.581
H -1.358 1.121 0.662
H -2.618 1.088 1.898
H -1.054 1.523 3.695
H -0.508 0.236 2.675
H -1.746 -1.934 -3.162
H -2.759 -1.371 -1.766
H -1.814 -2.926 -1.620
O 0.193 -3.951 -0.445
N -0.448 -4.605 0.496
C -0.350 -4.160 1.789
C -1.009 -4.820 2.808
C -1.811 -5.928 2.524
C -1.927 -6.355 1.197
C -1.261 -5.672 0.192
H 0.233 -3.250 1.939
H -0.859 -4.450 3.821
H -2.277 -6.480 3.339
H -2.511 -7.234 0.920
H -1.382 -5.914 -0.867
```

The HOMO energy (alpha / beta) comes out at -3.5 / -8.1 eV. Its multiplicity is 2. The calculation puts the max |F| at 1.94 eV/A. As for the energy above the lowest of the compared OMol25 structures with the same formula, charge and spin: 29.8 kJ/mol. The calculation puts the frontier orbital gap (alpha / beta) at 3.830 / 8.383 eV.

Need the Mulliken charges? In units of e they are:
1 P 2.085
2 P 1.107
3 C -1.044
4 C -0.789
5 H 0.221
6 H 0.539
7 H 0.353
8 H 0.493
9 C -1.232
10 H 0.310
11 H 0.129
12 H 0.349
13 C -1.196
14 H 0.406
15 H 0.370
16 H 0.345
17 C -1.582
18 H 0.288
19 H 0.513
20 H 0.279
21 C -1.480
22 H 0.465
23 H 0.250
24 H 0.330
25 Zn -1.077
26 C -0.454
27 C -0.254
28 C -0.362
29 C -0.961
30 C -0.084
31 C -0.688
32 C 0.370
33 C -1.274
34 C -1.114
35 H 0.395
36 H 0.365
37 H 0.276
38 H 0.370
39 H 0.388
40 H 0.421
41 H 0.311
42 H 0.331
43 H -0.426
44 H 0.459
45 H 0.459
46 H 0.327
47 H 0.243
48 H 0.372
49 H 0.083
50 O -0.496
51 N 0.248
52 C -0.066
53 C -0.649
54 C -0.197
55 C -0.589
56 C -0.121
57 H 0.398
58 H 0.363
59 H 0.364
60 H 0.362
61 H 0.397